# C4H9NO2

C4H9NO2 in the gas phase (wB97M-V/def2-TZVPD, the OMol25 dataset).

Atoms and positions in Å:
C (-0.451840, -1.708575, 1.255931)
C (-1.398115, -0.740321, 0.437166)
C (-0.829960, 0.635097, 0.317807)
C (0.218387, 0.897980, -0.469477)
O (0.911406, -0.044147, -1.159567)
O (0.702399, 2.168145, -0.593943)
N (1.873224, 2.331762, -1.369579)
H (-0.328869, -1.329532, 2.268622)
H (-0.941825, -2.674839, 1.328234)
H (0.542070, -1.874672, 0.847366)
H (-1.547793, -1.190609, -0.551042)
H (-2.366605, -0.699328, 0.935269)
H (-1.208411, 1.428529, 0.936890)
H (0.518637, -0.922283, -0.942572)
H (1.691841, 1.945709, -2.297183)
H (2.615455, 1.777085, -0.943922)

Atoms 1-2, force components in eV/Å:
C -1.194 0.364 -0.045
C 1.192 -0.788 0.487

Results
SMILES string: CC/C=C(\O)ON
LUMO energy (eV): 0.671
ΔE to the lowest compared entry with this formula, charge and spin (kcal per mole): 81.2

=====

# C4H9NO2

2 unconnected molecules or ions with the total composition C4H9NO2 (wB97M-V/def2-TZVPD, the OMol25 dataset).

Atoms and positions in Å:
C (-2.443274, -0.621668, -0.290373)
C (-0.905312, -0.562296, -0.385754)
C (-0.596654, 0.679394, -1.173136)
O (-0.173725, 1.716253, -0.714004)
H (-2.782055, -0.213660, 0.664555)
H (-2.825980, -1.637781, -0.398320)
H (-2.906838, -0.015028, -1.079163)
H (-0.428272, -0.507841, 0.597442)
H (-0.505128, -1.437088, -0.913149)
H (-0.854424, 0.601600, -2.252813)
N (2.390158, 0.574294, 0.888466)
C (2.436235, -0.052122, -0.315158)
O (3.091344, -1.041953, -0.569088)
H (3.036135, 0.289674, 1.608954)
H (1.839598, 1.410500, 1.008138)
H (1.787905, 0.444093, -1.052285)

Atoms 1-2, force components in eV/Å:
C -0.163 -0.042 0.017
C 0.087 0.064 0.048

Results
SMILES string: CCC=O.NC=O
LUMO energy (eV): 0.786
ΔE to the lowest compared entry with this formula, charge and spin (kcal per mole): 28.9

=====

# C4H9NO2

C4H9NO2 in the gas phase (wB97M-V/def2-TZVPD, the OMol25 dataset).

Atoms and positions in Å:
C (0.883820, 0.399235, -2.128444)
C (0.155902, -0.159294, -0.915423)
C (1.048690, -0.425362, 0.293074)
O (0.195495, -0.657810, 1.429831)
C (-0.754368, 0.287638, 1.626448)
N (-1.850382, -0.257789, 2.216170)
O (-0.659009, 1.459724, 1.322012)
H (1.607705, -0.289168, -2.582358)
H (0.141059, 0.655421, -2.886475)
H (1.400064, 1.331836, -1.871443)
H (-0.549572, 0.622945, -0.582606)
H (-0.384831, -1.087490, -1.164646)
H (1.653202, -1.340408, 0.221928)
H (1.725233, 0.412482, 0.503468)
H (-2.685211, 0.305673, 2.224463)
H (-1.927797, -1.257633, 2.294001)

Atoms 1-2, force components in eV/Å:
C 0.060 0.090 -0.175
C 0.155 0.075 0.008

Results
SMILES string: CCCOC(N)=O
LUMO energy (eV): 0.954
ΔE to the lowest compared entry with this formula, charge and spin (kcal per mole): 10.5

=====

# C4H9NO2

C4H9NO2 in the gas phase (wB97M-V/def2-TZVPD, the OMol25 dataset).

Atoms and positions in Å:
C (-0.128773, -2.249039, -1.408528)
O (-0.188179, -1.506151, -0.168288)
N (0.608545, -0.316927, -0.186270)
O (1.524810, -0.152293, -0.991291)
C (-0.007099, 0.686635, 0.420600)
C (-1.078657, 0.549728, 1.428734)
C (0.738114, 1.950684, 0.234088)
H (0.886350, -2.690139, -1.561954)
H (-0.366751, -1.392285, -2.106606)
H (-0.876272, -3.058441, -1.377706)
H (-0.699535, 0.134133, 2.351219)
H (-1.547833, 1.445790, 1.630894)
H (-1.935939, -0.195837, 1.142032)
H (1.817517, 1.677152, 0.176836)
H (0.589732, 2.612646, -0.702820)
H (0.663970, 2.504344, 1.119060)

Atoms 1-2, force components in eV/Å:
C 0.729 1.812 -0.331
O 0.666 -1.237 1.067

Results
SMILES string: CO[N+]([O-])=C(C)C
LUMO energy (alpha / beta) (eV): 0.913 / 0.913
ΔE to the lowest compared entry with this formula, charge and spin (kcal per mole): 126.4

=====

# C4H9NO2

C4H9NO2 in the gas phase (wB97M-V/def2-TZVPD, the OMol25 dataset).

Atoms and positions in Å:
C (1.565830, 0.721672, -1.306576)
C (0.801794, 1.594265, -0.311485)
N (-0.395134, 0.890319, 0.132589)
C (-0.109660, -0.309087, 0.751626)
O (0.563911, -0.460314, 1.738521)
O (-0.736110, -1.328988, 0.087232)
C (-1.807931, -1.779482, 0.899819)
H (0.914895, 0.435439, -2.143403)
H (2.447842, 1.232414, -1.699102)
H (1.891990, -0.206974, -0.821096)
H (1.400883, 1.807067, 0.576139)
H (0.488348, 2.541374, -0.756116)
H (-1.039372, 0.723036, -0.631331)
H (-2.624071, -2.074555, 0.239016)
H (-1.478897, -2.591931, 1.549209)
H (-2.134197, -0.932895, 1.512838)

Atoms 1-2, force components in eV/Å:
C 0.094 0.050 -0.050
C 0.221 0.249 -0.026

Results
SMILES string: CCNC(=O)OC
LUMO energy (eV): 0.940
ΔE to the lowest compared entry with this formula, charge and spin (kcal per mole): 29.1

=====

# C4H9NO2

C4H9NO2 in the gas phase (wB97M-V/def2-TZVPD, the OMol25 dataset).

Atoms and positions in Å:
C (1.068635, 2.064884, -0.000605)
C (0.884255, 0.721507, -0.571900)
C (0.235916, -0.510125, -0.126900)
C (0.264308, -1.577081, -1.137265)
N (-0.368706, -0.683099, 1.140504)
O (-1.586268, -1.440420, 1.415110)
O (-2.716463, -0.727141, 0.949894)
H (1.873939, 2.556619, -0.498583)
H (1.387678, 2.119471, 1.093013)
H (0.267716, 2.812558, -0.135270)
H (1.135422, 0.648727, -1.717407)
H (-0.587302, -2.265230, -1.049818)
H (1.084645, -2.181491, -0.870044)
H (0.269132, -1.280923, -2.180875)
H (-0.241150, -0.001757, 1.848582)
H (-2.971755, -0.256500, 1.841564)

Atoms 1-2, force components in eV/Å:
C 0.285 0.978 2.153
C -2.336 -4.232 -1.186

Results
SMILES string: C/C=C(/C)NOO
LUMO energy (eV): 0.761
ΔE to the lowest compared entry with this formula, charge and spin (kcal per mole): 162.4

=====

# C4H9NO2

C4H9NO2 in the gas phase (wB97M-V/def2-TZVPD, the OMol25 dataset).

Atoms and positions in Å:
C (-0.150852, 1.255879, 1.798299)
C (-0.165725, 0.722133, 0.370423)
O (0.856374, 1.388063, -0.325277)
C (0.062252, -0.793677, 0.398932)
N (0.007022, -1.491551, -0.884708)
C (-0.039306, -1.018499, -2.145612)
O (-0.098007, 0.147012, -2.509448)
H (-0.961413, 0.837988, 2.404716)
H (-0.251313, 2.344176, 1.772956)
H (0.805891, 1.021915, 2.279889)
H (-1.147971, 0.928624, -0.084164)
H (0.678770, 1.217027, -1.267495)
H (1.044844, -0.970200, 0.854043)
H (-0.690571, -1.258643, 1.046659)
H (0.081729, -2.494672, -0.821510)
H (-0.031723, -1.835575, -2.887702)

Atoms 1-2, force components in eV/Å:
C -0.010 -0.011 0.041
C -0.201 -0.129 0.268

Results
SMILES string: C[C@@H](O)CNC=O
LUMO energy (eV): 0.647
ΔE to the lowest compared entry with this formula, charge and spin (kcal per mole): 18.5

=====

# C4H9NO2

C4H9NO2 in the gas phase (wB97M-V/def2-TZVPD, the OMol25 dataset).

Atoms and positions in Å:
C (2.066064, 0.404395, -0.132216)
O (1.327924, -0.487124, 0.676234)
C (0.091006, 0.069983, 1.076486)
C (-0.961055, -0.180553, 0.013510)
C (-1.437872, -1.592644, -0.204065)
N (-1.388339, 0.691592, -0.813055)
O (-0.817871, 1.949891, -0.612827)
H (2.919408, -0.149792, -0.529255)
H (1.466482, 0.799475, -0.964119)
H (2.437280, 1.258761, 0.456484)
H (0.186794, 1.143269, 1.281935)
H (-0.199197, -0.445311, 1.997471)
H (-1.317623, -2.197011, 0.699613)
H (-0.832621, -2.045415, -0.996445)
H (-2.484907, -1.620732, -0.518479)
H (-1.055474, 2.401209, -1.431268)

Atoms 1-2, force components in eV/Å:
C 0.231 0.160 -0.224
O -0.014 0.018 0.072

Results
SMILES string: COC/C(C)=N\O
LUMO energy (eV): 0.955
ΔE to the lowest compared entry with this formula, charge and spin (kcal per mole): 76.0

=====

# C4H9NO2

C4H9NO2 in the gas phase (wB97M-V/def2-TZVPD, the OMol25 dataset).

Atoms and positions in Å:
C (-0.517896, -1.204242, -1.765814)
C (0.094677, -1.015440, -0.408203)
O (-0.410448, -1.984946, 0.593041)
C (-0.318656, 0.310974, 0.200672)
C (0.601647, 0.984830, 1.230702)
N (0.443845, 2.337686, 1.401282)
O (1.401066, 0.357312, 1.886578)
H (-1.599848, -1.048412, -1.698147)
H (-0.268146, -2.138388, -2.280646)
H (-0.129154, -0.427218, -2.439140)
H (1.182526, -1.111740, -0.362927)
H (0.343516, -2.125607, 1.157731)
H (-1.350116, 0.328696, 0.569917)
H (-0.453128, 1.058956, -0.634619)
H (1.100482, 2.933494, 1.874314)
H (-0.120371, 2.744042, 0.675264)

Atoms 1-2, force components in eV/Å:
C 0.117 0.249 -0.619
C -0.432 -0.486 2.554

Results
SMILES string: C[C@H](O)CC(N)=O
LUMO energy (eV): 0.814
ΔE to the lowest compared entry with this formula, charge and spin (kcal per mole): 20.0

=====

# C4H9NO2

C4H9NO2 in the gas phase (wB97M-V/def2-TZVPD, the OMol25 dataset).

Atoms and positions in Å:
C (-1.609096, -0.138205, -0.971641)
C (-0.626159, 0.557110, -0.037411)
O (-1.288913, 1.465152, 0.832422)
C (0.112482, -0.440337, 0.864454)
C (1.412012, -0.960854, 0.269955)
N (2.338215, 0.010866, -0.007935)
O (1.621666, -2.137610, 0.041015)
H (-2.423262, -0.575946, -0.383564)
H (-1.117626, -0.938465, -1.535657)
H (-2.041680, 0.568672, -1.690500)
H (0.112932, 1.104125, -0.644843)
H (-1.807229, 2.070323, 0.287103)
H (0.333335, 0.069798, 1.809550)
H (-0.516006, -1.306777, 1.087493)
H (3.261682, -0.293109, -0.276482)
H (2.237641, 0.945264, 0.356037)

Atoms 1-2, force components in eV/Å:
C -0.042 -0.018 -0.016
C 0.183 -0.228 -0.218

Results
SMILES string: C[C@@H](O)CC(N)=O
LUMO energy (eV): 0.750
ΔE to the lowest compared entry with this formula, charge and spin (kcal per mole): 11.9

=====

# C4H9NO2

C4H9NO2 in the gas phase (wB97M-V/def2-TZVPD, the OMol25 dataset).

Atoms and positions in Å:
N (2.047985, -0.116315, 0.326605)
C (0.724116, -0.631965, -0.012749)
C (0.499315, -0.260177, -1.454983)
O (0.382744, 0.867476, -1.866826)
C (-0.331403, -0.044466, 0.913945)
C (-1.747068, 0.055593, 0.327656)
O (-1.991434, 1.433568, 0.006799)
H (1.979678, 0.846829, 0.589084)
H (2.865381, -0.643852, 0.121471)
H (0.846876, -1.738516, 0.036274)
H (0.638311, -1.106537, -2.159711)
H (-0.098825, 0.949382, 1.306785)
H (-0.151392, -0.605998, 1.846614)
H (-2.514315, -0.123395, 1.079281)
H (-1.907882, -0.595048, -0.523002)
H (-1.242085, 1.713422, -0.537244)

Atoms 1-2, force components in eV/Å:
N -1.745 -0.211 0.601
C 1.152 -0.022 -0.107

Results
SMILES string: N[C@H](C=O)CCO
LUMO energy (eV): 0.820
ΔE to the lowest compared entry with this formula, charge and spin (kcal per mole): 54.8

=====

# C4H9NO2

2 unconnected molecules or ions with the total composition C4H9NO2 (wB97M-V/def2-TZVPD, the OMol25 dataset).

Atoms and positions in Å:
N (-1.116218, -0.815784, -0.949756)
C (0.066921, -0.223533, -1.569881)
C (-0.395158, 0.561113, -2.769871)
O (-0.352498, 1.762030, -2.847487)
H (-0.860968, -1.438233, -0.196971)
H (-1.716571, -0.083705, -0.594347)
H (0.701489, -1.034131, -1.934639)
H (0.653580, 0.422512, -0.908446)
H (-0.819590, -0.038335, -3.597607)
C (1.476352, 0.044666, 3.286531)
C (0.436467, -0.153902, 2.232806)
O (-0.222090, -1.152966, 2.110309)
H (1.542213, -0.823786, 3.937897)
H (1.292487, 0.931191, 3.895483)
H (2.457241, 0.182891, 2.823176)
H (0.305163, 0.703410, 1.542133)

Atoms 1-2, force components in eV/Å:
N 0.091 0.086 -0.455
C -0.150 -0.191 0.152

Results
SMILES string: NCC=O.CC=O
LUMO energy (eV): 0.821
ΔE to the lowest compared entry with this formula, charge and spin (kcal per mole): 48.1

=====

We obtain maximum force values of 1.51, 0.46, 0.81, 4.00, 0.63, 5.86, 0.36, 0.58, 3.21, 0.37, 1.86, 0.56 eV/A for the records listed above, in that order.